1.
Density functional theory data (wB97M-V/def2-TZVPD) for a molecular structure, C25H27ClN3OSiTc at a distorted geometry.

Geometry as XYZ:
```
59
Properties=species:S:1:pos:R:3
Tc -0.546 0.693 -0.164
O -1.104 2.586 0.175
C -1.569 3.088 1.269
C -1.295 4.425 1.639
C -1.761 4.954 2.817
C -2.522 4.184 3.696
C -2.843 2.891 3.352
C -2.398 2.326 2.149
C -2.833 1.017 1.747
N -2.284 0.208 0.816
C -3.092 -0.897 0.741
C -4.124 -0.769 1.614
N -3.946 0.429 2.238
H -0.697 5.024 0.969
H -1.528 5.977 3.075
H -2.858 4.599 4.633
H -3.417 2.293 4.042
H -2.886 -1.716 0.084
H -4.953 -1.411 1.832
H -4.572 0.834 2.916
Cl 1.004 2.475 -3.275
C 1.073 0.748 -3.383
C 2.223 0.160 -3.880
C 2.275 -1.211 -4.063
C 1.143 -1.975 -3.830
C 0.006 -1.385 -3.320
C -0.041 -0.022 -3.003
C -1.187 0.542 -2.284
H 3.075 0.776 -4.121
H 3.181 -1.674 -4.420
H 1.148 -3.033 -4.034
H -0.879 -1.978 -3.162
H -2.081 -0.067 -2.423
H -1.398 1.569 -2.584
C 1.545 0.622 2.457
Si 2.145 0.054 0.726
C 2.325 1.595 -0.396
C 3.885 -0.693 0.898
N 0.784 -0.841 0.001
C 0.744 -2.181 -0.209
C -0.438 -2.776 -0.692
C -0.548 -4.135 -0.878
C 0.526 -4.974 -0.605
C 1.710 -4.413 -0.149
C 1.821 -3.054 0.044
H 2.303 1.253 2.911
H 1.370 -0.211 3.131
H 0.625 1.207 2.417
H 2.826 2.403 0.128
H 1.361 1.989 -0.741
H 2.914 1.373 -1.280
H 4.577 0.101 1.170
H 4.247 -1.133 -0.027
H 3.941 -1.446 1.679
H -1.255 -2.112 -0.921
H -1.480 -4.550 -1.235
H 0.444 -6.039 -0.747
H 2.562 -5.042 0.065
H 2.751 -2.660 0.394
```

Computed properties:
2S+1: 4
Energy, eV: -55474.75920
Gap between HOMO and LUMO (alpha / beta), eV: 6.147 / 6.181
Net charge: +1
Expectation value of S²: 3.841

***

2.
Density functional theory data (wB97M-V/def2-TZVPD) for a molecular structure, C25H27F2MoN3O3Si at a distorted geometry.

Geometry as XYZ:
```
62
Properties=species:S:1:pos:R:3
Mo -0.087 -0.406 0.306
C -2.814 -3.332 1.858
O -3.909 -2.479 1.564
C -3.775 -1.194 2.024
C -4.818 -0.640 2.747
C -4.674 0.604 3.353
C -3.476 1.271 3.292
C -2.404 0.774 2.524
C -1.167 1.461 2.505
N -0.121 1.089 1.787
N 1.022 1.758 1.942
C 1.915 1.345 1.074
O 1.536 0.441 0.209
C 3.281 1.843 1.114
C 3.582 3.096 1.648
C 4.894 3.520 1.701
C 5.917 2.703 1.242
C 5.619 1.453 0.722
C 4.310 1.025 0.646
C -2.599 -0.448 1.802
O -1.660 -0.840 0.974
H -3.229 -4.331 1.987
H -2.315 -3.028 2.783
H -2.072 -3.350 1.052
H -5.724 -1.213 2.853
H -5.500 1.023 3.906
H -3.325 2.190 3.839
H -1.039 2.322 3.153
H 2.776 3.718 2.003
H 5.118 4.492 2.111
H 6.941 3.038 1.299
H 6.412 0.806 0.381
H 4.065 0.050 0.250
F 2.017 -1.425 2.120
C 0.664 -1.566 1.983
F 0.495 -2.897 1.681
H 0.241 -1.443 3.004
C 1.940 1.379 -2.655
Si 1.398 -0.470 -2.684
C 0.800 -0.902 -4.452
C 2.803 -1.621 -2.098
N 0.078 -0.815 -1.582
C -1.238 -0.668 -2.005
C -2.176 -1.689 -1.768
C -3.482 -1.557 -2.198
C -3.886 -0.414 -2.872
C -2.974 0.602 -3.110
C -1.663 0.477 -2.695
H 1.809 1.862 -3.620
H 2.990 1.468 -2.397
H 1.387 1.961 -1.918
H 1.609 -1.323 -5.039
H 0.431 -0.030 -4.983
H -0.007 -1.630 -4.425
H 3.773 -1.210 -2.353
H 2.725 -2.597 -2.566
H 2.760 -1.760 -1.020
H -1.846 -2.594 -1.262
H -4.191 -2.349 -2.010
H -4.903 -0.322 -3.223
H -3.286 1.505 -3.615
H -0.948 1.267 -2.886
```

Computed properties:
2S+1: 3
Energy, eV: -52144.27500
Gap between HOMO and LUMO (alpha / beta), eV: 6.801 / 7.127
Expectation value of S²: 2.039

***

3.
Density functional theory data (wB97M-V/def2-TZVPD) for a molecular structure, C25H27FHfN8O11S4.

Geometry as XYZ:
```
77
Properties=species:S:1:pos:R:3
Hf 0.246 0.088 0.566
N 4.651 -2.131 -0.299
C 3.653 -1.252 0.030
S 3.132 -0.128 -1.125
N 3.185 -1.490 1.255
N 2.205 -0.635 1.675
C 2.026 -0.636 2.943
C 1.212 0.424 3.550
C 0.912 0.465 4.899
C 0.310 1.609 5.398
C 0.052 2.665 4.538
C 0.342 2.512 3.191
N 0.893 1.408 2.703
H 5.198 -1.902 -1.110
H 5.113 -2.591 0.469
H 2.580 -1.328 3.571
H 1.157 -0.374 5.536
H 0.055 1.677 6.447
H -0.395 3.584 4.889
H 0.102 3.282 2.469
O -1.382 0.290 2.086
S -2.188 1.419 1.521
O -2.977 2.172 2.436
O -1.213 2.139 0.683
C -3.193 0.505 0.406
C -4.356 1.284 -0.152
C -5.440 0.512 -0.137
C -4.601 -1.612 -1.178
C -3.171 -2.203 -0.957
C -2.673 -1.575 0.338
S -1.583 -2.552 1.424
O -1.442 -3.830 0.766
O -2.190 -2.552 2.723
O -0.256 -1.817 1.429
H -4.307 2.328 -0.425
H -6.432 0.836 -0.422
H -5.369 -2.263 -1.592
H -2.953 -3.237 -1.190
C 1.617 -3.923 -0.112
S 1.275 -2.816 -1.465
C 0.061 -3.821 -2.287
O 0.476 -1.626 -0.948
H 0.694 -4.259 0.352
H 2.258 -3.399 0.594
H 2.165 -4.748 -0.571
H 0.567 -4.733 -2.601
H -0.290 -3.278 -3.161
H -0.746 -4.037 -1.590
C -1.682 -0.809 -2.892
C -2.657 -0.970 -1.769
N -2.156 -0.337 -0.382
C -3.804 -0.775 0.999
C -5.072 -0.924 0.145
N -4.002 -0.713 -2.167
H -0.647 -0.894 -2.593
H -1.822 0.185 -3.323
H -1.936 -1.543 -3.658
H -3.930 -0.832 2.076
H -5.854 -1.513 0.621
H -4.332 0.233 -2.294
F 5.356 4.246 -0.187
C 4.582 3.744 -1.154
C 3.259 3.861 -1.121
N 2.448 3.369 -2.133
C 1.018 3.229 -1.895
C 0.786 2.030 -1.016
O 0.063 1.055 -1.383
O 1.371 1.958 0.093
C 2.982 2.652 -3.194
O 2.299 2.122 -4.039
N 4.362 2.617 -3.224
C 5.257 3.049 -2.248
O 6.446 2.863 -2.341
H 2.757 4.349 -0.298
H 0.510 3.120 -2.848
H 0.659 4.117 -1.374
H 4.757 2.059 -3.967
```

Computed properties:
2S+1: 1
Energy, eV: -108175.20313
Gap between HOMO and LUMO, eV: 7.143